1.
ORCA calculation (ωB97M-V/def2-TZVPD) on a cluster of 2 separate species, C8H19NSi in total at a distorted geometry.

## Properties
LUMO, hartree: 0.02515
ΔE to the lowest compared entry with this formula, charge and spin, kcal/mol: 123.0
Calculated total energy, Eh: -660.30466
Kohn-Sham gap, eV: 8.33
2S+1: 1

Positions of all 29 atoms, in Å:
C -0.96781 -1.15838 -3.01915
C -1.10114 -0.57472 -1.87113
C 1.83118 -0.80820 1.38619
C -0.70138 -1.04429 1.89636
C 0.42381 -2.48806 0.22324
C 0.40663 2.42658 0.94907
C -1.15993 2.60479 -0.99067
C 0.39658 -1.07075 0.83425
N -0.37094 1.72471 -0.14066
Si 0.12360 0.11710 -0.54772
H -1.70888 -1.57068 -3.70837
H 0.01608 -1.45462 -3.31187
H -2.00408 -0.16525 -1.59724
H 2.52938 -0.91946 0.52082
H 1.99598 0.12177 1.88577
H 2.06028 -1.65095 2.03405
H -0.63790 -0.11200 2.47759
H -0.78314 -1.94767 2.51858
H -1.57004 -1.00219 1.22113
H 1.37626 -2.56785 -0.21289
H 0.31700 -3.18988 1.10571
H -0.30969 -2.57846 -0.50948
H 1.16041 3.05451 0.68878
H -0.29953 3.09454 1.47000
H 0.79913 1.72420 1.63233
H -1.71451 1.99076 -1.79046
H -1.90089 3.15469 -0.30880
H -0.39252 3.23614 -1.41290
H 2.18607 1.05364 -1.42252

Cartesian forces (eV/Å) of the 6 atoms listed first:
0.795 -1.806 -1.522
1.894 1.641 1.696
-0.030 -1.611 -1.247
-0.438 0.999 -1.159
0.349 0.581 2.737
-4.141 -1.123 -0.350

=====

2.
ORCA calculation (ωB97M-V/def2-TZVPD) on a cluster of 2 separate species, C8H20 in total.

## Properties
LUMO, hartree: 0.04206
ΔE to the lowest compared entry with this formula, charge and spin, kcal/mol: 2.7
Calculated total energy, Eh: -316.79937
Kohn-Sham gap, eV: 12.31
2S+1: 1
Structure (SMILES): CCCC.CCCC

Positions of all 28 atoms, in Å:
C 2.16539 2.13651 -2.41071
C 1.81014 1.85227 -0.96115
C 2.21801 0.45805 -0.49501
C 2.14917 0.25277 1.00940
H 3.23935 2.01342 -2.56681
H 1.88348 3.13065 -2.75373
H 1.65716 1.43188 -3.07433
H 0.72478 1.92719 -0.83958
H 2.22553 2.61981 -0.30234
H 3.20926 0.17316 -0.85915
H 1.56585 -0.25046 -1.01770
H 2.89261 0.85288 1.53162
H 2.26647 -0.80407 1.25318
H 1.16643 0.51732 1.41192
C -2.15193 -1.95557 2.51240
C -1.92140 -1.88096 1.00610
C -2.16085 -0.49090 0.43475
C -2.09868 -0.37134 -1.08230
H -1.46363 -1.30538 3.05769
H -1.98702 -2.97701 2.85075
H -3.14947 -1.60984 2.78442
H -2.53215 -2.63063 0.50105
H -0.86751 -2.10764 0.81707
H -1.40487 0.17319 0.86752
H -3.13144 -0.10938 0.76847
H -1.12490 -0.65105 -1.48464
H -2.36440 0.63711 -1.39010
H -2.81538 -1.03199 -1.56881

Cartesian forces (eV/Å) of the 6 atoms listed first:
0.106 -0.286 -0.200
-0.230 0.150 0.180
-0.071 -0.224 -0.421
-0.503 -0.211 -0.035
0.000 0.057 -0.056
-0.011 0.111 0.192

=====

3.
ORCA calculation (ωB97M-V/def2-TZVPD) on a structure of composition C8H20ClIN2OPSY at a distorted geometry.

## Properties
LUMO (spin up / spin down), hartree: -0.37930 / -0.40126
ΔE to the lowest compared entry with this formula, charge and spin, kcal/mol: 77.0
Calculated total energy, Eh: -2036.77323
Total charge: +2
Kohn-Sham gap (spin up / spin down), eV: 5.29 / 4.69
2S+1: 1

Positions of all 36 atoms, in Å:
C -0.50307 -3.01087 -2.20059
I 2.49752 -2.70073 -1.87407
H -1.53471 -2.68677 -1.92636
H -0.38490 -4.05605 -1.90632
H -0.41481 -2.92532 -3.28382
Y 0.20173 -1.33030 -0.79629
P 0.02692 0.91319 -2.58545
C 1.26595 1.69117 -3.67629
C -1.24944 0.46430 -3.82541
H -1.48281 2.10633 -1.12580
H -1.08635 3.08524 -2.57968
H 0.09616 2.93206 -1.23489
C -0.68246 2.41291 -1.80998
H -2.16008 0.12851 -3.31499
H -1.47276 1.34104 -4.44718
H 0.77780 2.27149 -4.47379
H 1.87428 0.89947 -4.13118
H -0.86747 -0.35018 -4.45603
H 1.92170 2.35105 -3.09283
C 2.24616 0.16704 -1.14689
O 3.25602 0.72589 -1.16881
Cl -2.16962 -0.75248 -0.11317
C 0.03493 1.31488 4.45554
N 0.88300 0.60040 3.50101
C 0.53404 -0.50812 2.83509
S 1.55602 -0.97929 1.51270
N -0.49213 -1.27474 3.27127
C -0.71493 -1.55837 4.69716
H -1.02312 1.15583 4.22920
H 0.25307 2.37860 4.35786
H 0.26260 1.01837 5.48562
H 1.63347 1.11989 3.04011
H -0.73165 -2.03036 2.62686
H -1.58878 -0.99590 5.04530
H -0.92434 -2.62807 4.81030
H 0.16207 -1.29011 5.30181

Cartesian forces (eV/Å) of the 6 atoms listed first:
-1.835 -3.138 -2.500
0.545 -0.975 -0.614
0.664 0.706 0.638
0.430 0.157 0.218
0.521 0.248 0.089
-0.813 3.131 2.235

=====

4.
ORCA calculation (ωB97M-V/def2-TZVPD) on a cluster of 2 separate species, C8H20ClN4O2 in total at a distorted geometry.

## Properties
LUMO (spin up / spin down), hartree: -0.17444 / -0.17428
ΔE to the lowest compared entry with this formula, charge and spin, kcal/mol: 0.0
Calculated total energy, Eh: -1146.11497
Total charge: +1
Kohn-Sham gap (spin up / spin down), eV: 8.26 / 8.27
2S+1: 1

Positions of all 35 atoms, in Å:
C 4.01603 -1.32270 -0.41866
C 4.03347 1.23111 -0.48715
C 3.48804 0.08181 1.69436
C -2.19214 -1.92770 0.67356
C -4.80841 0.76091 0.58546
C -3.91391 -0.41474 -0.02868
C 1.30781 0.49134 -1.13219
C 3.37515 0.01190 0.13547
N -2.86356 0.68876 -1.60587
N -3.42473 -0.44821 -1.32466
N -2.66905 -0.54626 0.69189
N -1.74549 0.52211 0.59056
O 0.10206 0.33454 -1.34287
O 1.94292 -0.11225 -0.14422
Cl -4.15577 2.48799 0.88809
H 4.68255 -0.91400 -1.12401
H 4.62797 -1.99150 0.20215
H 3.16693 -1.88819 -0.67742
H 3.41357 2.02738 -0.31649
H 4.32595 1.07802 -1.57103
H 4.96957 1.34519 0.04954
H 3.24963 1.02883 2.10754
H 2.83312 -0.70571 2.07483
H 4.57854 -0.03857 2.03874
H -1.34702 -1.99829 1.29078
H -2.96725 -2.69134 1.10596
H -2.00314 -2.28252 -0.33093
H -5.55508 0.89596 -0.22997
H -5.24621 0.33859 1.52976
H -4.41885 -1.37948 0.09934
H 1.96087 1.08645 -1.80555
H -2.33167 0.66959 -2.48456
H -3.07223 1.66879 -1.31781
H -1.22664 0.54375 -0.36038
H -2.13300 1.36845 0.94439

Cartesian forces (eV/Å) of the 6 atoms listed first:
-0.043 1.328 1.776
1.458 -2.618 -1.232
1.419 -0.974 -0.822
-1.399 -1.416 0.176
-0.505 -0.821 -1.428
-1.798 0.935 2.252

=====

Number 1: molecular weight 157.333 g mol⁻¹. Number 2: molecular weight 116.248 g mol⁻¹. Number 3: molecular weight 474.565 g mol⁻¹. Number 4: molecular weight 239.727 g mol⁻¹.